{
  "formula": "C38H37GeN2OPPt",
  "method": "ωB97M-V/def2-TZVPD",
  "e_tot_ev": -114058.327,
  "lumo_energy_ev": [-10.4, -11.1],
  "multiplicity": 2,
  "charge": 3,
  "homo_ev": [-16.938, -16.937],
  "s_squared": 0.756,
  "orbital_gap_ev": [6.57, 5.82],
  "relative_energy_kj_mol": 197.94,
  "elements": ["Pt", "N", "P", "C", "C", "C", "C", "C", "C", "C", "C", "C", "C", "C", "C", "C", "C", "C", "C", "C", "N", "H", "H", "H", "H", "H", "H", "H", "H", "H", "H", "H", "H", "H", "H", "H", "C", "C", "C", "O", "H", "H", "H", "H", "H", "H", "H", "C", "C", "C", "C", "C", "C", "Ge", "C", "C", "C", "C", "C", "C", "C", "C", "C", "C", "C", "C", "H", "H", "H", "H", "H", "H", "H", "H", "H", "H", "H", "H", "H", "H", "H"],
  "coordinates": [[0.2181, 0.2590, 0.0774], [2.4441, -0.3611, 1.8848], [2.4406, 0.1039, 0.2865], [4.1528, 0.2611, -0.2341], [4.4531, 0.9759, -1.3915], [5.7358, 0.9118, -1.9069], [6.7057, 0.1486, -1.2674], [6.3951, -0.5553, -0.1127], [5.1160, -0.5060, 0.4221], [1.7809, -1.0555, -0.9944], [1.1958, -0.3225, -2.0716], [0.4595, -1.0261, -3.0490], [0.3108, -2.3868, -2.9473], [0.8869, -3.0936, -1.8753], [1.5916, -2.4387, -0.8893], [1.2910, -0.3215, 2.6886], [1.3645, -0.6742, 4.0278], [0.2132, -0.6589, 4.7880], [-0.9975, -0.3117, 4.1965], [-1.0030, 0.0313, 2.8683], [0.1222, 0.0497, 2.1280], [3.3195, -0.4706, 2.3797], [3.7047, 1.5862, -1.8805], [5.9807, 1.4632, -2.8048], [7.7083, 0.1008, -1.6708], [7.1484, -1.1551, 0.3803], [4.9085, -1.0998, 1.3029], [1.5067, 0.6989, -2.2765], [0.0631, -0.4941, -3.9044], [-0.2257, -2.9308, -3.7134], [0.7762, -4.1694, -1.8290], [2.0099, -2.9836, -0.0521], [2.3129, -0.9754, 4.4528], [0.2530, -0.9321, 5.8343], [-1.9197, -0.3042, 4.7591], [-1.9080, 0.3119, 2.3530], [-3.5467, 0.5911, -0.0547], [-2.8992, -0.6542, -0.6088], [-3.5889, -1.9773, -0.2486], [-1.5436, -0.7702, -0.3946], [-4.5721, 0.6541, -0.4185], [-3.0174, 1.4908, -0.3659], [-3.6027, 0.5432, 1.0350], [-2.9004, -0.6138, -1.7314], [-3.6021, -2.0919, 0.8356], [-3.0775, -2.8247, -0.6989], [-4.6155, -1.9474, -0.6088], [-3.2052, 3.4753, -2.7894], [-2.1704, 2.6368, -3.1871], [-1.0841, 2.4277, -2.3513], [-1.0367, 3.0410, -1.0919], [-2.0882, 3.8864, -0.7008], [-3.1564, 4.1127, -1.5554], [0.4343, 2.9788, 0.1361], [2.1783, 3.4011, -0.4997], [3.2653, 3.4765, 0.3836], [4.4705, 4.0134, -0.0443], [4.5992, 4.4722, -1.3493], [3.5326, 4.3848, -2.2391], [2.3219, 3.8531, -1.8181], [-0.0229, 3.4850, 1.9120], [-1.2732, 3.1251, 2.4326], [-1.6642, 3.5817, 3.6795], [-0.8137, 4.4067, 4.4105], [0.4170, 4.7853, 3.8938], [0.8190, 4.3278, 2.6462], [-4.0417, 3.6487, -3.4534], [-2.1980, 2.1705, -4.1634], [-0.2680, 1.8117, -2.7045], [-2.0632, 4.3958, 0.2528], [-3.9461, 4.7908, -1.2607], [3.1708, 3.1382, 1.4109], [5.3043, 4.0865, 0.6417], [5.5342, 4.9114, -1.6727], [3.6349, 4.7584, -3.2494], [1.4804, 3.8420, -2.5014], [-1.9573, 2.5236, 1.8437], [-2.6368, 3.3193, 4.0754], [-1.1240, 4.7723, 5.3805], [1.0599, 5.4516, 4.4532], [1.7663, 4.6610, 2.2431]],
  "forces_ev_per_angstrom": [[-0.169, 0.150, -0.307], [-0.250, 0.181, -0.039], [-0.078, -1.635, -0.400], [-0.270, 0.864, 0.142], [0.073, -0.071, -0.036], [-0.001, 0.001, 0.012], [-0.024, 0.020, -0.012], [0.016, -0.031, 0.053], [0.067, -0.024, -0.017], [0.239, 0.114, 0.270], [-0.012, -0.017, 0.299], [-0.037, 0.021, -0.040], [0.017, -0.043, 0.013], [-0.040, 0.024, -0.048], [-0.022, 0.020, 0.072], [0.103, -0.077, 0.080], [0.064, -0.022, 0.015], [-0.003, -0.012, 0.045], [-0.013, 0.008, -0.051], [-0.061, -0.019, 0.068], [0.394, 0.100, -0.216], [-0.017, -0.080, 0.016], [0.024, 0.009, -0.001], [0.003, -0.004, 0.004], [-0.003, -0.003, -0.001], [0.006, 0.009, -0.007], [-0.021, 0.023, -0.003], [0.072, -0.017, -0.025], [-0.018, 0.004, 0.013], [-0.001, 0.004, 0.004], [0.003, 0.000, 0.000], [0.007, -0.020, -0.020], [-0.017, 0.004, 0.018], [0.011, -0.001, -0.007], [-0.002, -0.001, -0.008], [0.007, -0.005, 0.023], [-0.095, 0.027, -0.069], [0.029, 0.092, -0.004], [-0.016, 0.004, -0.022], [0.183, -0.071, 0.146], [0.013, 0.027, 0.000], [-0.001, -0.026, 0.026], [0.008, -0.014, 0.000], [-0.056, 0.002, 0.014], [0.004, -0.009, 0.000], [0.003, 0.003, 0.006], [0.001, 0.001, 0.004], [-0.030, 0.028, 0.026], [0.080, -0.044, 0.001], [-0.051, 0.066, -0.006], [-0.023, 0.006, 0.017], [-0.033, -0.026, -0.123], [0.021, -0.032, -0.010], [-0.164, 0.382, -0.053], [0.087, 0.020, 0.038], [0.048, 0.041, -0.129], [-0.079, -0.066, 0.093], [-0.033, 0.003, -0.094], [0.034, 0.009, 0.045], [0.029, 0.059, 0.033], [0.049, -0.044, -0.011], [0.056, 0.133, 0.093], [0.008, -0.026, -0.058], [-0.019, -0.004, 0.022], [0.047, 0.006, -0.034], [-0.094, -0.041, 0.104], [-0.002, 0.004, 0.001], [-0.013, 0.004, -0.004], [-0.002, 0.013, 0.029], [0.003, 0.011, 0.024], [-0.005, -0.005, -0.005], [-0.003, -0.002, -0.015], [-0.001, 0.009, -0.008], [-0.007, -0.003, -0.007], [0.011, -0.002, 0.005], [-0.007, -0.018, -0.002], [0.007, 0.004, -0.002], [0.003, 0.009, 0.011], [-0.002, 0.005, -0.005], [-0.013, -0.005, 0.012], [-0.018, -0.004, 0.000]],
  "mulliken_spin": [0.03, 0.00, -0.01, 0.00, 0.00, 0.00, 0.00, 0.00, 0.00, 0.01, 0.00, 0.01, 0.00, 0.00, 0.00, 0.00, 0.00, 0.00, 0.00, 0.00, 0.01, 0.00, 0.00, 0.00, 0.00, 0.00, 0.00, 0.00, 0.00, 0.00, 0.00, 0.00, 0.00, 0.00, 0.00, 0.01, 0.02, -0.02, 0.06, 0.72, 0.00, 0.00, 0.00, 0.15, 0.01, 0.00, 0.00, 0.00, 0.00, 0.00, 0.01, 0.00, 0.00, 0.00, 0.00, 0.00, 0.00, 0.00, 0.00, 0.00, 0.00, 0.00, 0.00, 0.00, 0.00, 0.00, 0.00, 0.00, 0.00, 0.00, 0.00, 0.00, 0.00, 0.00, 0.00, 0.00, 0.00, 0.00, 0.00, 0.00, 0.00]
}


{
  "formula": "C38H37N2P2S3Ta",
  "method": "ωB97M-V/def2-TZVPD",
  "e_tot_ev": -95610.493,
  "lumo_energy_ev": -6.4,
  "multiplicity": 1,
  "charge": 2,
  "homo_ev": -13.416,
  "orbital_gap_ev": 7.03,
  "relative_energy_kj_mol": 0.00,
  "elements": ["Ta", "S", "P", "C", "P", "S", "C", "C", "C", "C", "C", "C", "C", "C", "C", "C", "C", "C", "C", "C", "C", "C", "C", "C", "C", "C", "C", "C", "C", "C", "H", "H", "H", "H", "H", "H", "H", "H", "H", "H", "H", "H", "H", "H", "H", "H", "H", "H", "H", "H", "C", "C", "C", "C", "C", "C", "C", "C", "H", "H", "H", "H", "H", "C", "C", "N", "C", "S", "N", "C", "C", "H", "H", "H", "H", "H", "H", "H", "H", "H", "H", "H", "H"],
  "coordinates": [[-0.2896, 0.1620, 0.8933], [2.1595, 0.1720, 1.2640], [1.5714, -0.2893, 3.1954], [-0.1117, -0.1929, 2.9062], [-1.4672, 0.6433, 3.5215], [-2.4331, 0.9729, 1.7084], [-1.0947, 2.2280, 4.2672], [-0.8583, 3.3509, 3.4749], [-0.4982, 4.5476, 4.0705], [-0.3611, 4.6215, 5.4513], [-0.5825, 3.5015, 6.2400], [-0.9553, 2.3023, 5.6527], [-2.4948, -0.2845, 4.6377], [-2.0718, -1.5229, 5.1098], [-2.8698, -2.2216, 6.0041], [-4.0825, -1.6864, 6.4119], [-4.5061, -0.4492, 5.9364], [-3.7129, 0.2579, 5.0516], [2.1209, -1.9317, 3.6275], [3.4438, -2.1220, 4.0318], [3.8975, -3.4002, 4.3083], [3.0376, -4.4851, 4.1810], [1.7250, -4.2975, 3.7712], [1.2637, -3.0209, 3.4889], [2.2297, 0.8708, 4.3814], [2.5060, 2.1848, 4.0077], [2.9137, 3.0968, 4.9670], [3.0403, 2.7010, 6.2921], [2.7542, 1.3954, 6.6680], [2.3463, 0.4758, 5.7158], [-0.9740, 3.2978, 2.3984], [-0.3347, 5.4259, 3.4605], [-0.0886, 5.5604, 5.9153], [-0.4795, 3.5642, 7.3150], [-1.1469, 1.4355, 6.2738], [-1.1241, -1.9353, 4.7861], [-2.5459, -3.1821, 6.3812], [-4.7051, -2.2344, 7.1065], [-5.4529, -0.0383, 6.2588], [-4.0381, 1.2256, 4.6863], [4.1156, -1.2783, 4.1364], [4.9202, -3.5508, 4.6257], [3.3952, -5.4816, 4.4031], [1.0608, -5.1455, 3.6729], [0.2427, -2.8688, 3.1606], [2.4119, 2.4893, 2.9724], [3.1401, 4.1148, 4.6799], [3.3699, 3.4144, 7.0361], [2.8582, 1.0905, 7.7005], [2.1328, -0.5451, 6.0087], [0.0193, 1.8093, -0.3553], [0.2238, 2.6859, -1.1838], [0.4713, 3.6891, -2.1655], [-0.5935, 4.2730, -2.8595], [-0.3386, 5.2367, -3.8191], [0.9692, 5.6198, -4.0897], [2.0293, 5.0445, -3.3999], [1.7870, 4.0813, -2.4367], [-1.6086, 3.9743, -2.6331], [-1.1593, 5.6959, -4.3531], [1.1635, 6.3763, -4.8382], [3.0443, 5.3531, -3.6095], [2.6037, 3.6339, -1.8853], [-0.8737, 0.6524, -4.3862], [-0.7005, -0.8370, -4.1479], [-0.9136, -1.2027, -2.7335], [-0.0588, -1.3710, -1.7477], [-0.7415, -1.9492, -0.2018], [1.2497, -1.1926, -1.7725], [2.1363, -0.6251, -2.8047], [2.7965, -1.6950, -3.6561], [-0.7197, 0.8764, -5.4413], [-0.1680, 1.2420, -3.8007], [-1.8810, 0.9731, -4.1186], [0.2734, -1.2013, -4.4598], [-1.4365, -1.4095, -4.7100], [-1.8763, -1.3447, -2.4627], [1.7162, -1.5083, -0.9314], [2.8831, -0.0538, -2.2528], [1.5725, 0.0939, -3.3916], [3.3899, -2.3723, -3.0422], [3.4635, -1.2265, -4.3789], [2.0643, -2.2903, -4.2020]],
  "forces_ev_per_angstrom": [[-0.081, -0.020, 0.051], [0.046, -0.014, -0.028], [0.024, -0.029, 0.055], [0.043, 0.084, -0.064], [-0.069, 0.002, 0.031], [0.034, -0.043, -0.026], [0.020, 0.063, 0.027], [-0.009, -0.008, -0.041], [0.003, -0.003, 0.029], [-0.004, 0.002, -0.006], [0.001, 0.018, -0.010], [0.005, -0.028, 0.021], [-0.038, -0.016, 0.025], [0.016, -0.013, 0.001], [-0.005, -0.005, 0.002], [-0.005, 0.012, -0.003], [0.008, -0.013, 0.004], [0.000, 0.018, -0.011], [0.036, -0.010, 0.013], [0.015, 0.004, 0.002], [-0.020, -0.010, -0.005], [0.022, 0.009, 0.005], [-0.002, -0.004, -0.002], [-0.021, 0.000, -0.009], [0.022, 0.047, 0.017], [-0.014, 0.002, -0.017], [-0.002, -0.015, 0.004], [0.002, 0.007, 0.006], [0.002, 0.013, -0.002], [-0.013, -0.032, -0.002], [0.002, 0.001, 0.002], [-0.002, -0.004, -0.003], [0.000, -0.002, -0.001], [-0.002, -0.006, -0.003], [-0.002, -0.004, -0.008], [-0.001, 0.005, -0.002], [0.002, 0.001, -0.002], [0.002, 0.000, -0.002], [0.000, -0.001, 0.001], [0.002, -0.001, 0.000], [-0.010, 0.003, -0.004], [0.000, -0.005, 0.001], [-0.004, -0.001, 0.000], [-0.001, 0.002, 0.001], [0.002, 0.002, -0.001], [0.002, 0.004, -0.001], [0.000, -0.002, 0.000], [-0.002, -0.005, 0.001], [-0.001, 0.000, -0.002], [0.000, 0.012, 0.003], [0.054, -0.032, 0.073], [-0.023, 0.014, -0.027], [0.018, -0.029, 0.021], [-0.007, 0.002, -0.008], [0.003, -0.002, 0.011], [0.001, 0.011, -0.006], [0.002, -0.012, 0.019], [-0.018, 0.016, -0.029], [0.005, -0.006, -0.004], [0.000, -0.004, 0.001], [-0.002, -0.004, -0.001], [-0.002, 0.002, -0.003], [-0.001, -0.001, -0.001], [-0.034, 0.017, -0.009], [0.011, -0.057, 0.045], [-0.006, 0.032, 0.006], [0.024, -0.124, -0.018], [-0.022, 0.081, -0.113], [-0.033, -0.004, 0.002], [-0.048, 0.014, 0.036], [0.027, -0.001, -0.007], [0.001, -0.010, 0.004], [0.009, 0.021, 0.006], [0.006, 0.000, -0.001], [0.005, 0.027, 0.006], [-0.015, 0.018, -0.008], [-0.004, 0.018, -0.013], [0.023, 0.019, -0.017], [0.019, -0.010, -0.008], [-0.003, -0.012, -0.012], [-0.003, 0.003, 0.004], [-0.003, 0.001, 0.001], [0.015, -0.006, 0.002]],
  "mulliken_charge": [0.34, -0.56, 1.62, -0.29, 1.22, -0.45, 0.70, -0.43, -0.75, -0.56, -0.79, -0.38, 0.44, -0.28, -0.73, -0.45, -0.77, -0.38, 0.52, -0.40, -0.76, -0.49, -0.85, -0.27, 0.57, -0.40, -0.70, -0.57, -0.80, -0.53, 0.32, 0.46, 0.45, 0.46, 0.47, 0.26, 0.45, 0.41, 0.42, 0.42, 0.47, 0.43, 0.42, 0.45, 0.23, 0.39, 0.48, 0.45, 0.45, 0.50, -0.66, 0.31, 0.47, -0.31, -0.59, -0.45, -0.57, -0.42, 0.49, 0.43, 0.42, 0.42, 0.48, -0.46, -0.42, -0.06, 0.61, -0.47, 0.13, -0.40, -1.17, 0.37, -0.17, 0.34, -0.04, 0.43, 0.28, 0.30, 0.37, 0.13, 0.38, 0.39, 0.26]
}